Below is a 10-piece molecular cluster, C29H76Cl2O27S9 overall, with properties calculated with ωB97M-V/def2-TZVPD.

## Properties
LUMO ... 0.139 eV
Net charge ... 0
Spin multiplicity ... 1
SMILES ... CCOS(C)(=O)=O.CCOS(C)(=O)=O.CCOS(C)(=O)=O.CCOS(C)(=O)=O.CCOS(C)(=O)=O.CCOS(C)(=O)=O.CCOS(C)(=O)=O.CCOS(C)(=O)=O.CCOS(C)(=O)=O.ClCCCl

Each line ends with the Mulliken charge.
Element x y z (Å)
O 12.196 17.019 13.715  -0.2899
S 12.151 16.650 12.343  1.2030
O 11.186 15.685 11.926  -0.7349
O 12.002 18.054 11.627  -0.2211
C 11.145 18.099 10.529  -0.2553
C 10.509 19.476 10.421  -1.2735
C 13.737 16.149 11.817  -0.9743
H 10.404 17.354 10.655  0.4044
H 11.817 17.900 9.621  0.2356
H 11.222 20.211 10.595  0.3727
H 9.725 19.656 11.227  0.2754
H 9.933 19.515 9.502  0.3762
H 14.432 16.979 11.977  0.3789
H 13.620 15.802 10.801  0.4332
H 14.069 15.263 12.358  0.2546
O 16.174 16.109 20.022  -0.7232
S 16.524 17.377 19.405  0.9660
O 15.494 18.369 19.250  -0.2869
O 17.729 17.940 20.185  -0.3702
C 18.091 19.392 20.049  0.7973
C 19.594 19.483 20.312  -1.2304
C 17.206 17.153 17.807  -0.4022
H 17.555 19.965 20.798  0.3079
H 17.901 19.624 19.047  -0.3158
H 19.861 19.542 21.379  0.3665
H 19.810 20.418 19.763  0.1000
H 20.187 18.704 19.833  0.3500
H 17.364 18.168 17.426  -0.5251
H 16.490 16.625 17.197  0.2128
H 18.091 16.543 17.777  0.5869
O 12.843 21.246 21.632  -0.6953
S 12.025 20.184 22.118  1.3400
O 11.006 19.627 21.264  -0.7161
O 12.950 19.022 22.520  -0.1981
C 14.131 19.191 23.392  -0.3275
C 15.305 18.581 22.680  -0.8076
C 11.336 20.650 23.620  -1.0753
H 13.930 18.667 24.350  0.2428
H 14.301 20.265 23.600  0.4521
H 16.206 18.468 23.287  0.4984
H 15.657 19.104 21.812  -0.1347
H 14.983 17.571 22.429  0.1608
H 10.698 19.775 23.942  0.3109
H 10.698 21.529 23.471  0.3771
H 12.115 20.811 24.388  0.3825
O 7.121 23.171 19.760  -0.7352
S 8.051 22.255 20.452  1.3568
O 8.639 22.648 21.674  -0.6160
O 7.302 20.936 20.757  -0.2883
C 6.432 20.377 19.727  -0.0828
C 5.782 19.186 20.379  -1.2913
C 9.278 21.645 19.381  -0.5205
H 7.003 20.059 18.905  0.2024
H 5.755 21.206 19.475  0.3834
H 6.618 18.583 20.834  0.2243
H 5.167 18.653 19.672  0.4071
H 5.101 19.538 21.107  0.3889
H 10.080 22.337 19.145  0.1408
H 8.845 21.292 18.435  0.3744
H 9.686 20.813 19.963  0.1573
O 21.252 22.322 15.718  -0.5794
S 21.638 23.417 16.568  1.0782
O 22.816 24.075 16.171  -0.6205
O 20.466 24.480 16.586  -0.3545
C 19.126 23.980 16.329  0.4171
C 18.243 24.950 17.041  -1.0095
C 21.777 22.817 18.213  -0.6000
H 19.032 22.941 16.770  -0.1633
H 19.038 23.762 15.240  0.2780
H 18.589 25.951 16.798  0.4240
H 18.310 24.801 18.154  0.2784
H 17.251 24.853 16.696  0.0822
H 22.444 21.916 18.108  0.3407
H 20.727 22.525 18.481  0.0605
H 22.212 23.596 18.906  0.3489
O 9.238 18.703 18.090  -0.5406
S 10.636 18.505 17.688  0.8570
O 11.476 19.675 17.741  -0.2925
O 11.216 17.266 18.392  -0.4388
C 12.491 17.418 19.238  1.3810
C 12.273 16.458 20.367  -1.4679
C 10.661 17.978 16.022  -1.0981
H 12.604 18.445 19.469  -0.4213
H 13.269 17.095 18.574  0.2504
H 12.050 15.485 19.843  0.3966
H 11.476 16.738 21.019  0.3581
H 13.140 16.464 21.003  0.1719
H 11.677 17.667 15.703  0.0040
H 10.345 18.737 15.320  0.4312
H 9.924 17.172 15.967  0.5145
O 11.921 26.765 18.887  -0.6968
S 12.054 25.332 18.870  1.2387
O 11.212 24.474 18.082  -0.5924
O 13.562 25.014 18.712  -0.1843
C 14.449 25.797 17.916  -0.2344
C 14.257 25.559 16.407  -0.9142
C 11.870 24.855 20.569  -0.7817
H 15.485 25.461 18.193  0.0388
H 14.360 26.816 18.245  0.4722
H 14.481 24.525 16.057  0.0786
H 14.942 26.153 15.817  0.4285
H 13.297 25.706 16.007  0.4501
H 12.527 25.468 21.149  0.3932
H 12.010 23.778 20.703  0.0245
H 10.808 25.109 20.796  0.4002
O 16.642 21.377 18.103  -0.4816
S 15.586 21.425 17.170  0.8099
O 15.563 22.539 16.233  -0.6551
O 15.690 20.041 16.428  0.6880
C 14.597 19.642 15.571  0.1652
C 15.084 18.565 14.648  -0.6346
C 14.043 21.368 17.940  -0.5615
H 14.192 20.436 14.975  0.6131
H 13.810 19.142 16.169  -0.3254
H 14.291 18.279 13.901  -0.0513
H 15.291 17.602 15.121  0.0594
H 16.003 18.745 14.043  -0.0837
H 13.297 21.551 17.201  0.3958
H 13.941 22.075 18.786  0.5838
H 13.893 20.352 18.386  -0.5292
O 13.990 14.850 14.599  -0.5371
S 13.386 13.730 15.213  1.0019
O 13.756 12.444 14.712  -0.7719
O 13.777 13.864 16.702  -0.0064
C 13.721 12.768 17.603  -0.4805
C 14.414 13.325 18.792  -0.9884
C 11.757 13.810 15.145  -0.6833
H 14.089 11.830 17.183  0.3927
H 12.653 12.522 17.812  0.3159
H 14.259 12.597 19.595  0.4546
H 13.902 14.308 19.045  0.0839
H 15.436 13.500 18.512  0.2688
H 11.370 13.003 15.750  0.4132
H 11.456 13.644 14.087  0.3734
H 11.422 14.800 15.414  0.0517
Cl 19.249 18.426 15.611  -0.1983
C 18.767 20.100 15.109  0.7778
C 19.162 20.410 13.723  -0.5221
Cl 18.263 19.397 12.475  -0.2366
H 19.356 20.738 15.760  0.1733
H 17.729 20.159 15.321  -0.7110
H 20.217 20.113 13.582  0.4035
H 18.946 21.390 13.440  0.2950

Below is C4H8ClN4 as an isolated structure, with properties calculated with ωB97M-V/def2-TZVPD.

## Properties
Energy relative to the best compared isomer or geometry (same formula, charge and spin) ... 303.7 kJ/mol
LUMO ... -3.210 eV
Net charge ... +1
Spin multiplicity ... 1

Each line ends with the Mulliken charge.
Element x y z (Å)
C 2.840 1.200 0.319  -0.1873
C -0.449 0.567 -0.342  0.3109
C 1.764 1.693 -0.583  -0.3969
C 1.251 -0.406 0.419  -0.0795
N 2.586 0.052 0.823  -0.4925
N -1.479 0.207 0.003  -0.4356
N 0.797 0.697 -0.365  0.0309
N -3.245 -1.606 0.068  -0.6603
Cl 1.357 -1.906 -0.567  -0.1586
H 3.648 1.749 0.496  0.5165
H 1.234 2.677 -0.217  0.3287
H 2.174 1.896 -1.691  0.2691
H 0.655 -0.637 1.358  0.3767
H -2.363 -0.834 -0.045  0.4812
H -3.534 -2.341 -0.680  0.3600
H -4.055 -0.851 0.149  0.4101
H -3.182 -2.157 0.856  0.3266

Below is a 2-piece molecular cluster, CH4INO overall, with properties calculated with ωB97M-V/def2-TZVPD.

## Properties
Energy relative to the best compared isomer or geometry (same formula, charge and spin) ... 265.1 kJ/mol
LUMO ... -0.382 eV
Net charge ... 0
Spin multiplicity ... 1

Each line ends with the Mulliken charge.
Element x y z (Å)
C 0.842 -0.676 -0.518  -0.5196
N -1.122 0.399 0.364  -0.5363
O 0.275 0.558 0.057  -0.1752
I -1.379 0.888 2.338  0.1526
H 0.538 -0.782 -1.531  0.2596
H 0.672 -1.477 0.185  0.2394
H 1.862 -0.507 -0.604  0.2734
H -1.688 1.596 -0.292  0.3061

Below is C9H13Br4F4O6Si2 as an isolated structure, with properties calculated with ωB97M-V/def2-TZVPD.

## Properties
Energy relative to the best compared isomer or geometry (same formula, charge and spin) ... 0.0 kJ/mol
LUMO ... 2.046 eV
Net charge ... -1
Spin multiplicity ... 1

Each line ends with the Mulliken charge.
Element x y z (Å)
C 0.308 1.457 2.825  -0.2537
C 1.496 2.213 2.265  0.4923
O 1.969 3.201 2.765  -0.6286
O 2.101 1.612 1.204  -0.2511
C 1.324 1.437 0.012  -0.3757
C 1.748 0.150 -0.679  -0.4448
Si 1.005 -1.372 0.110  -0.0526
F 1.053 -2.562 -0.982  -0.3752
O -0.632 -0.974 0.207  0.4498
Si -1.838 -1.834 0.849  0.2608
Br -2.029 -1.634 3.055  -0.2913
C -3.458 -1.250 0.111  -0.9869
C -3.598 0.266 -0.036  -0.2144
O -3.010 0.983 1.037  -0.5617
C -2.956 0.826 -1.332  0.8543
F -3.893 1.460 -2.065  -0.3354
F -2.456 -0.130 -2.130  -0.2820
F -1.980 1.692 -1.120  -0.2545
C 1.822 -1.878 1.757  0.6117
O 1.486 -1.240 2.769  -0.5637
O 2.680 -2.773 1.555  -0.7322
H -0.020 0.628 2.192  -0.1020
H -0.513 2.161 2.993  0.2433
H 0.627 1.027 3.779  0.2561
H 1.505 2.317 -0.624  0.3268
H 0.251 1.408 0.235  0.2099
H 1.346 0.211 -1.702  0.2470
H 2.840 0.078 -0.723  0.4246
H -1.681 -3.279 0.603  -0.2430
H -3.617 -1.740 -0.857  0.4359
H -4.247 -1.609 0.785  0.4278
H -4.660 0.532 -0.128  0.4238
H -3.420 0.706 1.866  0.3118
C 4.066 -0.419 -4.240  -0.3256
Br 3.638 1.335 -3.583  -0.0345
Br 5.921 -0.841 -3.954  -0.0296
Br 2.913 -1.767 -3.509  0.0184
H 3.909 -0.397 -5.308  0.3442

Below is one molecule with the formula C6H13NO, with properties calculated with ωB97M-V/def2-TZVPD.

## Properties
Energy relative to the best compared isomer or geometry (same formula, charge and spin) ... 247.3 kJ/mol
LUMO ... 0.807 eV
Net charge ... 0
Spin multiplicity ... 1
SMILES ... C/C=N/C(C)(C)CO

Each line ends with the Mulliken charge.
Element x y z (Å)
C 0.448 -0.475 -0.210  1.4448
C 0.819 1.233 -0.092  -0.7014
C 1.172 -0.921 -1.473  -1.5936
C 0.999 -1.176 1.031  -1.6712
C -2.876 0.662 0.050  -1.2100
C -1.555 0.078 0.427  0.1263
O 2.199 1.403 0.072  -0.5105
N -0.948 -0.667 -0.427  -0.6511
H 2.448 1.063 0.942  0.3436
H 0.563 1.673 -1.057  0.4024
H 0.290 1.754 0.715  0.3617
H -1.275 0.240 1.479  0.3847
H 2.242 -0.713 -1.415  0.3403
H 1.026 -1.989 -1.607  0.3921
H 0.746 -0.421 -2.336  0.3993
H 0.664 -2.216 1.002  0.4160
H 2.086 -1.153 1.053  0.4599
H 0.622 -0.734 1.953  0.3237
H -3.004 0.678 -1.030  0.3222
H -3.652 0.018 0.464  0.3034
H -3.014 1.664 0.460  0.3175

Below is a 16-piece molecular cluster, F6H30O15P overall, with properties calculated with ωB97M-V/def2-TZVPD.

## Properties
Energy relative to the best compared isomer or geometry (same formula, charge and spin) ... 140.9 kJ/mol
LUMO ... 2.324 eV
Net charge ... -1
Spin multiplicity ... 1

Each line ends with the Mulliken charge.
Element x y z (Å)
P 0.420 0.295 -0.029  1.4543
F -0.048 1.550 -1.002  -0.3454
F 0.234 1.261 1.312  -0.3662
F -1.155 -0.180 0.084  -0.2485
F 0.917 -0.968 0.976  -0.3894
F 0.513 -0.640 -1.372  -0.1375
F 1.950 0.774 -0.355  -0.4468
O 1.328 3.072 -3.630  -0.6868
H 1.774 2.432 -3.075  0.3532
H 0.402 2.835 -3.572  0.3808
O -1.386 2.235 -3.212  -0.5896
H -2.025 2.716 -2.687  0.2736
H -1.817 2.108 -4.057  0.2706
O -3.525 1.072 -0.361  -0.7478
H -3.168 0.900 -1.232  0.2892
H -2.840 1.568 0.086  0.3360
O -1.020 -3.671 -2.115  -0.6422
H -0.131 -3.337 -1.996  0.3048
H -1.140 -4.295 -1.399  0.2823
O 3.049 0.843 -2.902  -0.6583
H 2.466 0.652 -2.167  0.2543
H 2.892 0.134 -3.524  0.2889
O 1.348 -0.899 3.900  -0.6213
H 1.263 -1.717 4.388  0.2626
H 0.474 -0.740 3.543  0.3618
O 1.037 2.806 3.891  -0.5757
H 1.759 2.202 3.714  0.2680
H 1.174 3.084 4.797  0.2645
O -2.501 -1.197 -2.448  -0.6492
H -2.287 -0.936 -1.552  0.2219
H -1.944 -1.958 -2.615  0.3280
O 4.197 -1.512 -0.455  -0.6562
H 3.666 -0.856 -0.907  0.3492
H 4.693 -1.012 0.194  0.3073
O -4.572 -1.074 0.882  -0.6662
H -4.114 -0.377 0.412  0.4584
H -4.252 -1.883 0.484  0.3089
O -1.130 -2.952 0.939  -0.7063
H -0.920 -2.091 0.577  0.1844
H -0.582 -3.024 1.721  0.3361
O 3.486 2.804 1.500  -0.6425
H 3.377 2.163 2.202  0.2931
H 3.261 2.326 0.702  0.3427
O -1.546 1.786 4.112  -0.6600
H -0.775 2.204 3.729  0.3911
H -1.440 0.856 3.911  0.3287
O -1.621 -1.052 3.446  -0.6237
H -1.620 -1.335 2.531  0.3391
H -2.143 -1.713 3.901  0.2652
O 1.161 -2.017 -3.981  -0.6551
H 0.757 -1.393 -3.378  0.3325
H 2.101 -1.847 -3.907  0.2834

Below is a 3-piece molecular cluster, C4H13NO2 overall, with properties calculated with ωB97M-V/def2-TZVPD.

## Properties
Energy relative to the best compared isomer or geometry (same formula, charge and spin) ... 156.6 kJ/mol
LUMO ... 0.306 eV
Net charge ... 0
Spin multiplicity ... 1
SMILES ... C=C(N)CC.O.O

Each line ends with the Mulliken charge.
Element x y z (Å)
C -2.651 0.530 0.034  -1.0462
C -1.799 -0.298 -0.992  -0.5999
C -0.738 -1.180 -0.327  0.5892
C -1.226 -2.146 0.493  -0.9476
N 0.511 -0.837 -0.733  -0.3682
H -1.963 0.919 0.794  0.3023
H -3.364 -0.136 0.519  0.3040
H -3.170 1.369 -0.430  0.3341
H -1.278 0.531 -1.477  0.2271
H -2.547 -0.745 -1.653  0.2814
H -0.735 -2.558 1.361  0.2952
H -2.281 -2.318 0.327  0.2764
H 0.781 0.103 -0.952  0.1791
H 1.305 -1.454 -0.658  0.1782
H 4.635 -1.790 -0.947  0.3156
H 4.893 -0.341 -1.538  0.3243
O 4.731 -1.283 -1.749  -0.6447
H 1.842 4.558 2.288  0.3207
H 1.724 3.093 2.762  0.3204
O 1.330 3.982 2.877  -0.6415

Below is one molecule with the formula C22H34N4O2, with properties calculated with ωB97M-V/def2-TZVPD.

## Properties
Energy relative to the best compared isomer or geometry (same formula, charge and spin) ... 146.0 kJ/mol
LUMO ... 0.812 eV
Net charge ... 0
Spin multiplicity ... 1
SMILES ... O=C(CN1CCCCCC1)Nc1cccc(NC(=O)CN2CCCCCC2)c1

Each line ends with the Mulliken charge.
Element x y z (Å)
O 0.573 1.924 2.008  -0.6667
C 1.283 1.049 2.442  0.2487
N 1.546 -0.143 1.844  -0.0435
C 1.120 -0.622 0.606  0.2939
C 0.015 -0.090 -0.049  0.0453
C -0.367 -0.612 -1.279  0.2171
C 0.360 -1.652 -1.856  -0.6114
C 1.450 -2.181 -1.192  -0.9834
C 1.831 -1.678 0.037  -0.6652
H 2.682 -2.093 0.558  0.3985
H 2.007 -2.993 -1.636  0.3602
H 0.063 -2.046 -2.817  0.3876
N -1.467 -0.120 -1.980  -0.0568
C -2.529 0.592 -1.521  0.5148
O -2.688 0.992 -0.393  -0.6524
C -3.535 0.862 -2.644  -0.8439
N -3.554 -0.223 -3.611  0.0912
C -4.174 -1.418 -3.047  -0.7933
C -3.648 -2.683 -3.728  -0.6960
C -4.478 -3.153 -4.925  -0.7976
C -4.994 -2.024 -5.823  -0.6295
C -4.022 -0.855 -5.983  -0.7813
H -2.996 -1.219 -6.040  0.3020
C -4.139 0.191 -4.874  -0.8718
H -3.602 1.090 -5.194  0.4745
H -5.203 0.463 -4.754  0.3694
H -4.244 -0.345 -6.923  0.3739
H -5.214 -2.447 -6.806  0.3739
H -5.936 -1.639 -5.428  0.3141
H -3.862 -3.834 -5.517  0.3718
H -5.337 -3.725 -4.567  0.2977
H -3.611 -3.494 -2.999  0.4224
H -2.622 -2.487 -4.045  0.1892
H -3.904 -1.453 -1.988  0.4478
H -5.272 -1.374 -3.105  0.5445
H -4.518 1.060 -2.190  0.3312
H -3.209 1.779 -3.144  0.4295
H -1.590 -0.458 -2.930  0.1677
H -0.540 0.719 0.394  0.7743
H 2.261 -0.686 2.318  0.1901
C 1.994 1.156 3.796  -0.5093
N 3.271 0.472 3.773  0.2938
C 3.720 -0.073 5.036  -1.0951
C 4.095 0.925 6.138  -0.5174
H 4.425 0.348 7.005  0.4023
C 5.197 1.904 5.733  -0.7166
H 6.029 1.365 5.275  0.3281
H 5.577 2.379 6.642  0.3682
C 4.695 3.003 4.796  -0.6693
C 4.611 2.618 3.313  -0.6437
H 5.566 2.835 2.829  0.4359
H 3.861 3.250 2.834  0.2694
C 4.298 1.142 2.999  -1.0186
H 5.208 0.548 3.108  0.5802
H 4.002 1.096 1.944  0.2816
H 5.358 3.868 4.877  0.4041
H 3.714 3.327 5.151  0.2650
H 3.208 1.489 6.436  0.2626
H 4.590 -0.702 4.820  0.4173
H 2.925 -0.727 5.411  0.3734
H 2.050 2.220 4.059  0.1237
H 1.348 0.665 4.530  0.5260

Q: Look up the spin multiplicity of the third one.
A: 1

Repeat the fifth record exactly.
Below is one molecule with the formula C6H13NO, with properties calculated with ωB97M-V/def2-TZVPD.

## Properties
Energy relative to the best compared isomer or geometry (same formula, charge and spin) ... 247.3 kJ/mol
LUMO ... 0.807 eV
Net charge ... 0
Spin multiplicity ... 1
SMILES ... C/C=N/C(C)(C)CO

Each line ends with the Mulliken charge.
Element x y z (Å)
C 0.448 -0.475 -0.210  1.4448
C 0.819 1.233 -0.092  -0.7014
C 1.172 -0.921 -1.473  -1.5936
C 0.999 -1.176 1.031  -1.6712
C -2.876 0.662 0.050  -1.2100
C -1.555 0.078 0.427  0.1263
O 2.199 1.403 0.072  -0.5105
N -0.948 -0.667 -0.427  -0.6511
H 2.448 1.063 0.942  0.3436
H 0.563 1.673 -1.057  0.4024
H 0.290 1.754 0.715  0.3617
H -1.275 0.240 1.479  0.3847
H 2.242 -0.713 -1.415  0.3403
H 1.026 -1.989 -1.607  0.3921
H 0.746 -0.421 -2.336  0.3993
H 0.664 -2.216 1.002  0.4160
H 2.086 -1.153 1.053  0.4599
H 0.622 -0.734 1.953  0.3237
H -3.004 0.678 -1.030  0.3222
H -3.652 0.018 0.464  0.3034
H -3.014 1.664 0.460  0.3175